{"formula": "C10H16MnN5O4", "method": "wB97M-V/def2-TZVPD", "elements": ["Mn", "N", "C", "C", "O", "N", "C", "C", "O", "O", "H", "H", "H", "H", "H", "H", "C", "C", "O", "C", "C", "H", "H", "H", "H", "H", "H", "H", "H", "H", "H", "N", "C", "N", "C", "N"], "xyz": [[0.25, -0.17, -0.77], [1.49, 1.88, -0.80], [1.43, 2.46, 0.55], [1.29, 1.38, 1.63], [1.78, 1.60, 2.74], [0.62, 0.31, 1.21], [0.60, -0.87, 2.03], [0.71, -2.15, 1.19], [0.73, -3.24, 1.76], [0.81, -2.00, -0.10], [2.43, 1.56, -1.01], [1.24, 2.54, -1.53], [0.54, 3.10, 0.59], [2.29, 3.07, 0.80], [-0.32, -0.97, 2.61], [1.41, -0.87, 2.77], [-2.47, 1.58, -0.12], [-2.93, 0.16, 0.07], [-1.91, -0.73, -0.37], [-2.29, -2.12, -0.33], [-3.17, -2.49, -1.50], [-3.22, 2.26, 0.28], [-2.32, 1.82, -1.17], [-1.54, 1.76, 0.43], [-3.84, -0.03, -0.49], [-3.13, -0.05, 1.13], [-2.78, -2.31, 0.63], [-1.35, -2.68, -0.34], [-4.15, -2.01, -1.46], [-3.33, -3.57, -1.52], [-2.70, -2.20, -2.44], [-3.09, 2.39, -5.20], [-2.44, 1.47, -4.90], [-1.76, 0.37, -4.64], [-0.94, 0.35, -3.65], [-0.16, 0.23, -2.79]], "lowdin_spin": [4.64, 0.05, 0.00, 0.01, 0.01, 0.04, 0.01, 0.01, 0.01, 0.07, 0.00, 0.00, 0.00, 0.00, 0.00, 0.00, 0.01, 0.00, 0.04, 0.00, 0.00, 0.00, 0.00, 0.00, 0.00, 0.00, 0.00, 0.00, 0.00, 0.00, 0.00, 0.00, 0.00, 0.01, 0.03, 0.03], "charge": -1, "spin_multiplicity": 6, "orbital_gap_ev": [7.7, 8.2], "homo_energy_ev": [-4.93, -5.50]}

=====

{"formula": "C29H33N4O2Tl", "method": "wB97M-V/def2-TZVPD", "elements": ["Tl", "C", "C", "C", "C", "C", "N", "C", "C", "C", "N", "C", "C", "C", "C", "C", "C", "C", "C", "N", "C", "C", "C", "N", "C", "C", "C", "C", "O", "C", "O", "H", "H", "H", "H", "H", "H", "H", "H", "H", "H", "H", "H", "H", "H", "H", "H", "H", "H", "H", "H", "H", "H", "H", "H", "H", "H", "H", "H", "C", "C", "C", "C", "C", "H", "H", "H", "H", "H"], "xyz": [[-0.84, 0.62, 1.51], [4.30, 4.10, -2.61], [3.48, 3.13, -1.81], [3.88, 1.84, -1.58], [3.13, 0.94, -0.80], [3.66, -0.36, -0.61], [3.09, -1.30, 0.08], [3.68, -2.62, 0.33], [3.04, -3.77, -0.45], [1.70, -4.27, 0.06], [0.56, -3.41, -0.27], [-0.30, -3.67, -1.21], [-1.42, -2.87, -1.53], [-2.25, -3.32, -2.58], [-3.37, -2.62, -2.97], [-4.28, -3.10, -4.06], [-3.65, -1.45, -2.26], [-2.87, -0.95, -1.22], [-3.35, 0.27, -0.60], [-2.85, 0.96, 0.35], [-3.62, 2.15, 0.77], [-2.91, 2.97, 1.83], [-1.66, 3.70, 1.36], [-0.60, 2.79, 0.89], [0.30, 3.29, 0.13], [1.49, 2.68, -0.43], [2.28, 3.52, -1.21], [1.89, 1.33, -0.21], [1.22, 0.48, 0.49], [-1.70, -1.66, -0.81], [-0.92, -1.29, 0.14], [5.02, 3.59, -3.24], [4.84, 4.79, -1.96], [3.66, 4.70, -3.27], [4.82, 1.49, -2.01], [4.62, -0.60, -1.05], [2.19, -1.02, 0.49], [3.65, -2.80, 1.40], [4.74, -2.54, 0.05], [3.74, -4.61, -0.37], [2.98, -3.52, -1.51], [1.71, -4.40, 1.14], [1.49, -5.25, -0.38], [0.35, -2.54, 0.24], [-0.14, -4.59, -1.76], [-2.00, -4.24, -3.08], [-3.79, -3.84, -4.69], [-4.59, -2.27, -4.71], [-5.19, -3.55, -3.65], [-4.53, -0.88, -2.54], [-4.29, 0.63, -1.04], [-4.58, 1.81, 1.17], [-3.83, 2.77, -0.11], [-2.68, 2.35, 2.70], [-3.61, 3.72, 2.20], [-1.26, 4.28, 2.19], [-1.91, 4.39, 0.55], [0.19, 4.35, -0.13], [1.94, 4.54, -1.36], [-0.77, -0.30, 3.49], [-1.69, 0.51, 4.31], [-0.95, 1.34, 5.09], [0.46, 1.10, 4.84], [0.59, 0.11, 3.93], [-0.96, -1.36, 3.34], [-2.76, 0.39, 4.32], [-1.35, 2.05, 5.80], [1.27, 1.62, 5.33], [1.52, -0.31, 3.56]], "mulliken_charge": [1.74, -1.66, -0.14, -0.62, 0.18, 0.14, 0.30, -0.99, -0.39, -1.01, 0.27, 0.19, 0.15, -0.64, -0.16, -1.67, -0.67, 0.78, -0.35, -0.22, -0.83, -0.79, -0.77, -0.19, -0.31, 0.57, -0.70, 0.60, -0.61, 0.53, -0.87, 0.39, 0.33, 0.39, 0.42, 0.44, -0.13, 0.33, 0.48, 0.42, 0.27, 0.34, 0.47, -0.11, 0.45, 0.41, 0.38, 0.39, 0.34, 0.48, 0.45, 0.48, 0.50, -0.02, 0.50, 0.33, 0.51, 0.43, 0.48, 0.18, -1.23, -0.31, -0.52, -0.95, 0.77, 0.56, 0.52, 0.48, 0.46], "charge": 2, "orbital_gap_ev": 7.5, "homo_energy_ev": -13.40}

=====

{"formula": "C5H7NO", "method": "wB97M-V/def2-TZVPD", "elements": ["C", "C", "C", "N", "C", "C", "O", "H", "H", "H", "H", "H", "H", "H"], "xyz": [[-0.78, 0.22, -1.29], [0.75, 0.87, 1.67], [0.85, 0.08, 0.57], [2.03, -0.04, -0.21], [-0.42, -0.51, 0.03], [-1.36, -0.11, 1.09], [-0.86, 0.66, 1.93], [0.13, 0.24, -1.89], [-1.58, -0.26, -1.84], [-1.06, 1.26, -1.08], [2.39, -0.99, -0.20], [2.75, 0.57, 0.16], [-0.43, -1.60, -0.13], [-2.42, -0.38, 1.19]], "mulliken_charge": [-1.28, -1.06, 0.44, -0.50, 0.34, -0.15, -0.13, 0.34, 0.35, 0.37, 0.23, 0.27, 0.36, 0.41], "orbital_gap_ev": [8.0, 8.0], "homo_energy_ev": [-8.17, -8.17]}

=====

{"formula": "C4H2CsNaO2", "method": "wB97M-V/def2-TZVPD", "elements": ["C", "C", "O", "Cs", "H", "C", "C", "O", "Na", "H"], "xyz": [[-1.27, 1.14, -1.40], [-1.63, -0.03, -1.17], [-0.49, 2.14, -1.40], [-0.51, 5.76, -2.92], [-2.34, -0.81, -0.96], [1.03, -1.56, 1.07], [0.78, -2.22, 2.13], [0.71, -2.86, 3.15], [2.51, 0.37, 1.43], [1.21, -1.94, 0.07]], "mulliken_charge": [0.25, -0.62, -0.81, 0.95, 0.23, -1.19, 0.74, -0.58, 0.76, 0.26], "orbital_gap_ev": 3.5, "homo_energy_ev": -5.19}

=====

Let's list ΔE to the lowest compared entry with this formula, charge and spin in order: 3.3; 2.2; 97.2; 11.3 kcal per mole.